{
  "formula": "C46H70F12O29",
  "method": "ωB97M-V with the def2-TZVPD basis set",
  "symbols": ["C", "O", "C", "C", "O", "C", "C", "O", "C", "H", "H", "H", "H", "H", "H", "H", "H", "H", "H", "H", "H", "H", "H", "C", "C", "O", "C", "O", "C", "F", "F", "F", "H", "H", "H", "H", "H", "C", "C", "O", "C", "O", "C", "F", "F", "F", "H", "H", "H", "H", "H", "C", "C", "O", "C", "O", "C", "F", "F", "F", "H", "H", "H", "H", "H", "C", "C", "O", "C", "O", "C", "F", "F", "F", "H", "H", "H", "H", "H", "C", "C", "C", "O", "C", "O", "O", "H", "H", "H", "H", "H", "H", "C", "C", "C", "O", "C", "O", "O", "H", "H", "H", "H", "H", "H", "C", "C", "C", "O", "C", "O", "O", "H", "H", "H", "H", "H", "H", "C", "C", "C", "O", "C", "O", "O", "H", "H", "H", "H", "H", "H", "C", "C", "C", "O", "C", "O", "O", "H", "H", "H", "H", "H", "H", "C", "C", "C", "O", "C", "O", "O", "H", "H", "H", "H", "H", "H"],
  "xyz": [[1.4256, -3.0493, 3.9833], [2.7848, -3.3696, 3.8417], [3.6132, -2.2684, 3.5402], [3.6669, -1.9120, 2.0730], [4.1551, -3.0314, 1.3620], [4.5887, -2.6721, 0.0654], [5.1526, -3.8641, -0.6384], [4.1276, -4.7850, -0.9043], [4.5299, -5.8205, -1.7769], [1.2681, -2.3202, 4.7805], [0.9058, -3.9838, 4.1840], [1.0386, -2.7239, 3.0078], [4.6122, -2.5943, 3.8433], [3.4038, -1.3736, 4.1429], [4.3764, -1.0728, 1.9984], [2.6854, -1.6414, 1.6625], [5.3671, -1.9031, 0.1305], [3.7032, -2.3553, -0.5016], [5.9354, -4.3218, -0.0091], [5.6766, -3.5650, -1.5557], [3.6277, -6.4103, -1.9722], [5.2009, -6.5061, -1.2493], [4.8808, -5.4380, -2.7377], [-2.0910, -0.4109, 1.9099], [-1.8709, 0.9802, 1.3387], [-0.8377, 1.0519, 0.3677], [-0.9815, 0.4075, -0.7605], [-1.9305, -0.2281, -1.1239], [0.2782, 0.4896, -1.6360], [-0.0258, 1.2959, -2.6791], [1.3260, 0.9749, -0.9970], [0.5906, -0.6889, -2.1549], [-2.8661, -0.2267, 2.6591], [-1.1859, -0.9319, 2.1958], [-2.6572, -1.0260, 1.2052], [-1.6482, 1.6704, 2.1517], [-2.8036, 1.3881, 0.9324], [0.9538, 0.9542, 3.4780], [0.8571, 1.9577, 4.5896], [-0.5144, 1.9261, 5.0716], [-1.0798, 3.0791, 5.3540], [-0.6224, 4.1777, 5.2522], [-2.4662, 2.8542, 5.9939], [-2.3500, 2.7825, 7.3255], [-3.2494, 3.9021, 5.7162], [-3.0600, 1.7375, 5.5748], [1.9489, 0.8215, 3.0586], [0.3108, 1.3136, 2.6699], [0.5698, -0.0219, 3.7739], [1.0953, 2.9618, 4.2444], [1.5000, 1.7652, 5.4496], [-2.8236, 1.2972, -3.8535], [-2.3056, 0.6572, -5.1285], [-2.6579, -0.7216, -5.2660], [-3.7521, -0.9759, -5.9649], [-4.4779, -0.1762, -6.4684], [-4.0224, -2.4922, -6.0891], [-4.9790, -2.7121, -6.9568], [-2.9079, -3.1465, -6.4830], [-4.3560, -3.0022, -4.8962], [-2.9223, 0.4908, -3.1277], [-3.8065, 1.7586, -3.9881], [-2.1512, 2.0628, -3.4830], [-1.2137, 0.6559, -5.0270], [-2.4232, 1.2526, -6.0319], [-6.8715, 3.9800, 4.6033], [-7.7325, 2.7463, 4.6765], [-6.9020, 1.6090, 5.0202], [-6.4432, 0.8860, 4.0295], [-6.5685, 1.1013, 2.8544], [-5.7825, -0.4156, 4.5316], [-6.7302, -1.3501, 4.7011], [-4.9080, -0.8570, 3.6395], [-5.1597, -0.2234, 5.6971], [-6.1767, 3.9121, 3.7643], [-6.3257, 4.1855, 5.5191], [-7.5006, 4.8395, 4.3508], [-8.2192, 2.5256, 3.7278], [-8.5190, 2.8243, 5.4225], [-7.1681, 1.7753, -0.6058], [-6.0757, 0.9378, -1.2201], [-5.5388, -0.1932, -0.3408], [-5.3742, -1.2874, -1.2137], [-6.0387, -1.0307, -2.3849], [-6.1350, -1.8199, -3.2585], [-6.6403, 0.1637, -2.3148], [-7.7691, 1.1666, 0.0644], [-7.7370, 2.3425, -1.3375], [-6.6990, 2.5505, 0.0135], [-5.2617, 1.5230, -1.6575], [-6.2723, -0.4270, 0.4415], [-4.6507, 0.1014, 0.2148], [5.9883, 1.0636, -6.0329], [4.8330, 0.6974, -5.1298], [4.6830, 1.6261, -3.9273], [3.2664, 1.7795, -3.8049], [2.6801, 1.4069, -4.9628], [1.5134, 1.4857, -5.1744], [3.6032, 0.9535, -5.8380], [6.9582, 0.9169, -5.5576], [5.9230, 2.1016, -6.3566], [5.9507, 0.4416, -6.9300], [4.8528, -0.3463, -4.8164], [5.1620, 2.5979, -4.0598], [5.1176, 1.2124, -3.0194], [1.0762, -2.5619, -5.6909], [1.9393, -2.8873, -4.5041], [3.2637, -3.5695, -4.8090], [4.1724, -2.9964, -3.8635], [3.6371, -1.8451, -3.4063], [4.2168, -1.0275, -2.7596], [2.3601, -1.7246, -3.7797], [1.4829, -1.7678, -6.3189], [0.0486, -2.3076, -5.4346], [1.0010, -3.4785, -6.2872], [1.3330, -3.5043, -3.8319], [3.5844, -3.3607, -5.8366], [3.3005, -4.6523, -4.7170], [-1.8565, -4.0982, 3.4160], [-2.5222, -3.5213, 4.6339], [-1.8914, -4.1058, 5.9239], [-1.4643, -2.9644, 6.6533], [-1.4939, -1.8860, 5.8430], [-0.8724, -0.8900, 5.9711], [-2.3019, -2.1329, 4.7795], [-2.4619, -3.9596, 2.5113], [-1.7319, -5.1826, 3.4107], [-0.9079, -3.6109, 3.2003], [-3.5952, -3.7138, 4.6094], [-1.0160, -4.7026, 5.6565], [-2.5553, -4.7742, 6.4679], [0.9449, 6.1533, -2.4089], [1.5340, 5.4769, -1.1932], [1.2279, 3.9878, -1.0002], [2.4583, 3.3565, -1.4029], [3.4534, 4.2202, -1.5121], [4.5858, 3.9300, -1.7337], [3.0028, 5.4779, -1.3361], [0.6910, 5.4530, -3.2116], [1.6036, 6.9597, -2.7101], [-0.0742, 6.5046, -2.1998], [1.4517, 6.0813, -0.2933], [0.5021, 3.4599, -1.6108], [1.0869, 3.7464, 0.0565], [6.6174, 0.6571, 0.9449], [5.5259, 1.5891, 0.5176], [4.2799, 0.8815, -0.0862], [3.2144, 1.3085, 0.7567], [3.6485, 2.1027, 1.7405], [2.9409, 2.6615, 2.5196], [4.9914, 2.2218, 1.6951], [6.2863, -0.2748, 1.4076], [7.2626, 1.1654, 1.6638], [7.2530, 0.3632, 0.1050], [5.8514, 2.3337, -0.2068], [4.4120, -0.1991, -0.0308], [4.0539, 1.1820, -1.1044]],
  "atomic_forces_ev_per_a": [[0.2, -0.4, -0.7], [0.2, 0.1, 0.3], [0.5, -0.3, 0.2], [0.1, -0.4, 0.1], [0.5, 0.1, 0.1], [-0.6, -0.4, 0.1], [0.8, -0.5, 0.3], [-0.1, 0.1, -0.4], [-1.0, -0.4, 0.6], [-0.2, 0.1, -0.1], [0.1, 0.0, 0.3], [-0.2, 0.5, 0.2], [0.0, 0.0, -0.1], [-0.4, -0.1, 0.0], [-0.3, 0.1, -0.1], [0.1, 0.3, 0.1], [-0.1, 0.1, -0.2], [0.3, 0.5, -0.1], [-0.2, -0.1, 0.1], [-0.3, 0.2, -0.1], [0.1, 0.1, 0.0], [0.5, 0.2, -0.4], [0.5, 0.0, 0.1], [-1.5, 0.5, -0.9], [-1.1, -0.2, 0.6], [0.8, 0.7, 0.2], [-0.2, -1.0, -0.1], [-0.1, 0.2, 0.0], [-0.2, 0.3, -0.7], [0.3, 0.2, 0.3], [0.0, 0.0, 0.0], [-0.1, -0.3, 0.3], [0.7, -0.4, 0.7], [0.0, 0.2, 0.5], [0.5, -0.1, -0.3], [0.6, 0.0, -0.2], [0.1, -0.3, -0.3], [-0.5, -0.5, -0.4], [0.5, 0.3, 0.1], [-0.1, 0.1, -0.1], [0.2, -0.3, 0.4], [0.0, 0.3, -0.1], [0.0, 0.2, 0.1], [0.1, 0.0, 0.0], [-0.2, -0.1, -0.1], [-0.1, 0.1, -0.1], [-0.2, 0.1, 0.4], [0.3, -0.1, -0.1], [0.0, 0.0, 0.3], [-0.1, -0.1, -0.1], [-0.1, -0.2, 0.0], [-1.2, -0.3, -0.4], [2.1, 1.1, 0.4], [-0.2, -0.2, -0.2], [-0.2, 0.0, -0.1], [-0.2, 0.3, -0.1], [0.8, 0.0, 0.9], [-0.3, -0.2, -0.3], [-0.1, 0.1, -0.2], [-0.1, 0.0, -0.3], [0.1, 0.2, 0.2], [0.0, -0.1, 0.0], [0.2, 0.0, 0.0], [-0.1, -0.4, 0.0], [-0.8, -0.3, -0.1], [-0.2, 0.4, -0.7], [0.1, 0.1, -0.3], [-0.3, -0.2, 0.6], [-0.3, -0.1, -0.5], [0.1, 0.0, 0.0], [0.0, 0.4, 0.4], [0.1, 0.0, 0.0], [0.1, -0.2, -0.1], [0.0, -0.2, -0.1], [0.2, -0.2, 0.2], [0.0, -0.1, 0.1], [0.0, 0.0, 0.3], [0.1, 0.1, -0.1], [0.3, -0.2, 0.3], [0.8, 0.7, 0.6], [-0.3, -0.7, -0.6], [-0.7, 0.8, 1.0], [0.4, 0.2, -0.4], [-0.2, -0.4, 1.2], [0.0, -0.1, -0.5], [0.2, 0.5, -0.3], [-0.4, 0.0, -0.2], [-0.2, -0.4, -0.2], [0.0, -0.2, 0.1], [-0.1, 0.1, 0.1], [-0.1, -0.2, -0.2], [0.5, -0.3, -0.5], [0.0, -0.3, -0.4], [0.4, 1.0, -0.1], [0.4, -0.1, 0.2], [0.1, -0.1, 0.0], [0.3, 0.1, 0.3], [-0.2, 0.0, -0.2], [-0.2, -0.4, 0.0], [-0.1, -0.1, 0.1], [-0.1, 0.1, 0.1], [0.1, 0.0, 0.0], [0.1, 0.1, -0.2], [-0.2, 0.1, -0.3], [-0.3, -0.2, 0.0], [-0.1, -0.2, -0.5], [-0.6, -0.6, 0.3], [0.2, -0.2, -0.6], [0.1, 0.2, -0.1], [-0.4, -0.2, 0.1], [0.3, -0.2, 0.3], [0.1, 0.2, -0.2], [0.1, 0.0, 0.1], [0.1, 0.2, 0.3], [0.1, 0.1, -0.1], [0.2, 0.1, 0.2], [0.2, 0.3, 0.2], [-0.3, 0.0, 0.3], [-0.4, 0.2, -1.7], [-0.1, -1.2, 0.8], [0.1, -0.3, -0.7], [0.1, -0.1, 0.4], [-0.1, -0.6, -0.7], [0.0, 0.5, 0.5], [0.2, 0.4, -0.3], [-0.1, 0.4, 0.2], [0.2, 0.0, 0.6], [0.0, -0.1, 0.2], [0.0, 0.2, 0.0], [0.1, 0.1, 0.1], [-0.1, 0.5, 0.4], [-1.2, -0.5, 0.1], [1.0, 0.3, -0.3], [1.0, -0.5, 0.5], [-0.1, -0.6, 0.1], [-0.6, 0.8, 0.1], [0.7, -0.2, -0.1], [-0.3, -0.3, -0.2], [0.9, -0.1, -0.1], [-0.2, 0.1, -0.3], [0.3, 0.5, 0.4], [-0.7, -0.2, 0.1], [-0.5, 0.8, -0.1], [-0.2, 0.0, -0.1], [1.0, -0.2, 0.0], [-0.9, -0.6, -0.4], [0.7, 0.1, 0.2], [-0.4, -0.3, 0.2], [0.6, 0.3, -0.6], [0.2, 0.2, 0.1], [-0.1, 0.3, 0.0], [-0.3, 0.2, 0.1], [0.0, 0.0, 0.0], [-0.1, 0.1, -0.1], [0.2, 0.3, 0.4], [-0.4, 0.2, -0.1], [0.0, 0.0, 0.0]],
  "mulliken_charge": [-0.42, -0.43, -0.99, 1.54, -0.44, 0.44, -1.03, -0.32, -0.74, 0.29, 0.24, 0.12, 0.42, 0.38, -0.78, -0.06, -0.04, 0.10, 0.53, 0.41, 0.26, 0.30, 0.23, -0.37, -1.07, 0.32, -0.18, -0.68, 1.07, -0.38, 0.04, -0.26, -0.08, 0.23, 0.58, 0.37, 0.39, 1.31, -0.81, -0.14, 0.35, -0.55, 0.89, -0.28, -0.27, -0.13, -0.60, -0.41, -0.21, 0.51, 0.26, -0.96, 0.06, -0.29, 0.35, -0.54, 0.84, -0.25, -0.26, -0.21, 0.00, 0.59, 0.34, -0.04, 0.37, -1.05, -0.22, -0.31, 0.27, -0.50, 0.98, -0.29, -0.14, -0.23, 0.27, 0.29, 0.40, 0.27, 0.33, -1.37, 0.64, 0.44, -0.33, 0.58, -0.55, -0.41, 0.30, 0.41, 0.34, 0.10, 0.25, -0.45, -1.84, 1.22, -0.36, 0.26, 0.33, -0.53, -0.44, 0.37, 0.41, 0.41, -0.21, 0.45, 0.10, -1.37, 0.47, -0.64, -0.31, -0.36, -0.32, 0.59, 0.26, 0.26, 0.42, 0.25, 0.29, 0.37, -1.37, 0.55, -0.60, -0.41, 0.36, -0.46, 0.11, 0.31, 0.40, 0.15, 0.37, 0.28, 0.35, -1.50, 0.46, 0.10, 0.42, 0.19, -0.58, -0.46, 0.30, 0.38, 0.41, 0.47, -0.08, -0.07, -1.43, 0.40, 1.04, 0.67, 0.11, -0.54, -0.45, 0.28, 0.39, 0.37, 0.48, -0.36, -1.08],
  "e_above_lowest_kcal_mol": 0.0,
  "lumo_energy_ev": 0.241,
  "energy_ev": -140825.867,
  "smiles": "CCOC(=O)C(F)(F)F.CCOC(=O)C(F)(F)F.CCOC(=O)C(F)(F)F.CCOC(=O)C(F)(F)F.C[C@H]1COC(=O)O1.C[C@H]1COC(=O)O1.C[C@H]1COC(=O)O1.C[C@H]1COC(=O)O1.C[C@H]1COC(=O)O1.C[C@H]1COC(=O)O1.COCCOCCOC",
  "homo_ev": -9.74
}



{
  "formula": "C9H22ClNSi",
  "method": "ωB97M-V with the def2-TZVPD basis set",
  "symbols": ["C", "C", "C", "C", "C", "C", "C", "C", "C", "N", "Si", "Cl", "H", "H", "H", "H", "H", "H", "H", "H", "H", "H", "H", "H", "H", "H", "H", "H", "H", "H", "H", "H", "H", "H"],
  "xyz": [[-3.1825, 0.6379, 0.7350], [1.9190, 1.5400, 0.7613], [2.4728, -0.6940, 1.6385], [2.9351, -0.1662, -0.7480], [-0.3283, 1.1839, -2.0979], [-1.4272, -0.9218, -2.2611], [-2.6568, -0.6711, 1.3130], [-1.1999, -0.5755, 1.7261], [1.9501, 0.0522, 0.4061], [-0.3997, -0.1620, -1.5803], [0.2296, -0.6712, -0.0580], [0.4508, -2.6943, -0.2608], [-2.5969, 0.9395, -0.1280], [-4.2229, 0.5328, 0.4327], [-3.1206, 1.4267, 1.4801], [1.7041, 2.1632, -0.1033], [1.1730, 1.7438, 1.5245], [2.8932, 1.8416, 1.1469], [2.4712, -1.7693, 1.4818], [1.8592, -0.4749, 2.5075], [3.4943, -0.3836, 1.8539], [3.9169, 0.2244, -0.4802], [3.0398, -1.2261, -0.9675], [2.6041, 0.3407, -1.6513], [0.4504, 1.7426, -1.5941], [-0.1061, 1.1547, -3.1682], [-1.2790, 1.7146, -1.9656], [-1.4579, -1.9372, -1.8810], [-2.4116, -0.4649, -2.1212], [-1.2094, -0.9518, -3.3315], [-3.2598, -0.9232, 2.1896], [-2.7830, -1.4759, 0.5870], [-0.9106, -1.4218, 2.3427], [-1.0116, 0.3464, 2.2711]],
  "atomic_forces_ev_per_a": [[-0.1, -0.3, 0.1], [-0.2, -0.1, -0.2], [-0.3, -0.2, -0.1], [-0.3, -0.1, 0.0], [0.0, 0.0, 0.1], [0.0, -0.1, 0.1], [0.1, 0.2, -0.1], [1.8, -0.1, -2.3], [0.0, 0.0, -0.2], [0.1, -0.1, 0.4], [-1.5, 0.8, 2.3], [0.1, -0.7, 0.0], [0.1, 0.1, -0.2], [-0.1, 0.1, -0.1], [0.0, 0.2, 0.1], [0.0, 0.1, 0.0], [-0.1, 0.1, 0.2], [0.1, 0.0, 0.1], [0.1, -0.1, 0.0], [-0.1, 0.0, 0.2], [0.1, 0.1, 0.0], [0.1, 0.0, 0.1], [0.1, -0.1, -0.1], [0.0, 0.0, -0.2], [0.1, 0.2, 0.0], [0.0, 0.1, 0.0], [0.0, 0.1, 0.0], [-0.1, -0.1, -0.1], [-0.1, 0.0, -0.1], [0.0, -0.1, -0.1], [-0.1, -0.1, 0.0], [-0.1, -0.1, 0.0], [0.2, -0.1, 0.0], [0.1, 0.1, 0.1]],
  "nbo_charge": [-0.60, -0.60, -0.61, -0.61, -0.39, -0.40, -0.42, -0.72, -0.51, -0.92, 1.77, -0.42, 0.19, 0.21, 0.20, 0.20, 0.21, 0.21, 0.22, 0.21, 0.21, 0.21, 0.22, 0.21, 0.20, 0.19, 0.18, 0.22, 0.18, 0.19, 0.20, 0.19, 0.22, 0.20],
  "e_above_lowest_kcal_mol": 0.0,
  "lumo_energy_ev": 0.816,
  "energy_ev": -31581.980,
  "smiles": "CCC[Si@@](Cl)(N(C)C)C(C)(C)C",
  "homo_ev": -8.38
}



{
  "formula": "C14H17BN3O2",
  "method": "ωB97M-V with the def2-TZVPD basis set",
  "symbols": ["C", "C", "C", "N", "N", "C", "B", "O", "O", "C", "C", "C", "C", "C", "H", "H", "H", "H", "H", "H", "H", "H", "H", "H", "H", "H", "N", "C", "C", "C", "C", "C", "H", "H", "H", "H", "H"],
  "xyz": [[-4.9028, -2.6474, -0.1558], [-3.7763, -2.5327, -0.5658], [-2.4318, -2.1925, -1.0443], [-2.0212, -0.9447, -0.9902], [-0.8079, -0.7351, -1.3971], [-0.3265, 0.6789, -1.2906], [0.7718, 0.6872, -0.0844], [1.9228, 1.4432, -0.1228], [0.5400, -0.1479, 1.0341], [0.0606, -1.6064, -1.8945], [-0.3329, -2.9723, -1.9782], [-1.6437, -3.3117, -1.5372], [-2.1649, -4.7534, -1.5486], [-0.9701, -5.7317, -1.3391], [-5.8526, -2.9190, 0.2907], [0.1398, 1.0003, -2.2417], [-1.1556, 1.3580, -1.0222], [2.6285, 0.8336, 0.1535], [0.8761, -1.0206, 0.7692], [1.0631, -1.2999, -2.2171], [0.3751, -3.7146, -2.3544], [-2.7333, -4.9310, -2.4803], [-2.8692, -4.8386, -0.6967], [-1.3723, -6.7595, -1.2824], [-0.1748, -5.6371, -2.0972], [-0.4895, -5.5235, -0.3606], [3.7331, 5.3804, 3.1732], [2.8453, 6.3746, 3.2267], [1.6177, 6.3484, 2.5821], [1.2941, 5.2277, 1.8360], [2.2024, 4.1832, 1.7650], [3.4005, 4.3104, 2.4509], [3.1445, 7.2317, 3.8199], [0.9353, 7.1837, 2.6628], [0.3452, 5.1687, 1.3161], [1.9875, 3.2915, 1.1925], [4.1420, 3.5182, 2.4286]],
  "atomic_forces_ev_per_a": [[0.2, -0.6, 0.3], [0.4, 1.3, -0.2], [-1.0, -2.5, -0.1], [-0.4, -0.6, 0.2], [1.3, 2.1, -0.8], [0.7, 0.5, 0.6], [0.0, 0.3, 0.9], [-0.7, -1.2, -1.0], [0.6, -0.1, -1.7], [-0.7, -2.5, -0.1], [-1.1, 0.9, 0.6], [1.1, 0.9, -0.4], [0.8, 0.7, 0.6], [-0.5, 0.0, 0.4], [0.5, 0.4, -0.4], [-0.5, -0.3, 0.4], [0.2, -0.6, -0.3], [0.2, 0.8, 0.6], [-0.3, -0.1, 0.8], [-0.6, 0.3, 0.2], [-0.3, 0.4, 0.1], [0.3, 0.0, 0.4], [0.3, -0.1, -0.6], [0.4, 0.5, -0.3], [-0.6, -0.4, 0.1], [-0.3, -0.1, -0.5], [-0.2, 0.0, -0.1], [0.2, -0.1, 0.1], [0.0, 0.0, 0.0], [-0.1, 0.0, 0.0], [-0.1, 0.1, 0.0], [0.1, 0.1, 0.1], [-0.1, 0.0, 0.0], [0.0, 0.0, 0.0], [0.0, 0.0, 0.0], [0.1, 0.1, 0.1], [0.0, 0.0, 0.0]],
  "nbo_charge": [-0.05, -0.13, 0.15, -0.12, -0.05, -0.58, 1.15, -0.88, -0.91, 0.05, -0.19, 0.11, -0.45, -0.61, 0.27, 0.26, 0.29, 0.51, 0.49, 0.26, 0.26, 0.26, 0.25, 0.25, 0.21, 0.22, -0.41, 0.04, -0.26, -0.17, -0.27, 0.03, 0.20, 0.22, 0.21, 0.22, 0.19],
  "lumo_energy_ev": -4.787,
  "total_charge": 1,
  "energy_ev": -24027.827,
  "homo_ev": -11.29
}